Entry 1:
Here is a single C11H8O2 molecule from the Open Molecules 2025 dataset. Energies are from wB97M-V/def2-TZVPD.

```
21
Properties=species:S:1:pos:R:3:lowdin_charge:R:1
O 1.79 2.33 -0.57 0.141
C 2.00 1.19 -0.40 -0.463
O 3.35 0.89 -0.40 0.080
C 3.62 -0.36 0.14 -0.038
C 2.65 -1.24 0.52 -0.115
C 1.34 -1.01 0.63 0.010
C 0.93 0.22 -0.13 -0.044
C -0.59 0.38 -0.18 -0.160
C -1.28 1.40 0.61 -0.029
C -2.68 1.28 0.71 -0.082
C -3.42 0.20 -0.09 -0.100
C -2.71 -0.91 -0.74 -0.103
C -1.23 -0.86 -0.75 -0.038
H 4.61 -0.59 -0.35 0.154
H 2.85 -2.17 0.70 0.061
H 0.60 -1.76 0.91 0.126
H -0.43 1.92 0.97 0.093
H -3.45 1.86 1.32 0.102
H -4.48 0.69 -0.56 0.154
H -3.13 -1.90 -1.16 0.108
H -0.34 -1.56 -1.17 0.144
```

Summary:
Orbital gap   7.5954 eV
Spin multiplicity   1
Energy above the lowest of the compared OMol25 structures with the same formula, charge and spin   6.231 eV



Entry 2:
Here is a molecular structure, C11H9B2MnN2O25S from the Open Molecules 2025 dataset. Energies are from wB97M-V/def2-TZVPD.

```
51
Properties=species:S:1:pos:R:3:lowdin_charge:R:1
Mn 1.41 0.71 1.08 0.907
O -6.30 -2.24 1.48 0.119
C -5.30 -2.16 0.82 -0.430
O -4.11 -2.62 1.08 0.247
B -3.18 -2.15 0.06 -0.868
O -4.06 -1.68 -1.06 0.221
C -5.31 -1.56 -0.60 -0.321
O -6.32 -1.07 -1.15 0.080
O -2.27 -3.25 -0.47 0.193
C -1.01 -2.92 -0.08 -0.318
O 0.04 -3.55 -0.20 0.141
C -1.04 -1.51 0.55 -0.317
O -2.33 -1.11 0.59 0.246
O -0.05 -0.92 0.83 0.128
O 1.21 2.72 -3.35 0.021
C 0.21 1.91 -3.12 -0.273
O -0.76 1.65 -3.96 0.225
B -1.68 0.63 -3.33 -0.838
O -1.06 0.38 -2.01 0.275
C 0.01 1.08 -1.80 -0.353
O 0.70 1.18 -0.86 0.109
O -3.03 1.14 -3.29 0.236
C -3.94 0.24 -3.61 -0.338
O -5.19 0.33 -3.63 0.092
C -3.09 -0.93 -4.16 -0.397
O -1.84 -0.62 -4.07 0.254
O -3.56 -1.95 -4.65 0.111
C 0.00 2.68 3.49 -0.324
O 0.54 2.15 2.32 -0.412
H 0.32 3.71 3.64 0.044
H -1.08 2.62 3.66 0.051
H 0.43 2.21 4.37 0.018
S 3.30 -1.62 -0.47 0.125
O 4.59 -1.42 -1.10 -0.411
O 3.55 -2.66 0.48 -0.414
O 2.70 -0.42 0.11 -0.449
O 2.37 -2.37 -1.31 -0.394
C 4.00 1.86 -1.60 0.024
N 3.83 2.90 -0.59 -0.414
O 2.82 2.76 0.04 0.061
O 4.66 3.82 -0.50 0.003
H 4.76 1.19 -1.20 0.096
H 4.45 2.29 -2.50 0.100
H 3.05 1.36 -1.76 0.083
C 2.60 -0.03 5.06 0.036
N 2.31 -0.89 3.89 -0.311
O 1.92 -0.42 2.79 -0.004
O 2.65 -2.09 4.07 0.075
H 2.19 0.97 4.87 0.075
H 3.68 0.10 5.19 0.099
H 2.17 -0.43 5.97 0.093
```

Summary:
Orbital gap (alpha / beta)   4.1651 / 4.1206 eV
Spin multiplicity   6
Energy above the lowest of the compared OMol25 structures with the same formula, charge and spin   3.135 eV
Total charge   -3



Entry 3:
Here is a molecular structure, C11H9BrO7Pd from the Open Molecules 2025 dataset. Energies are from wB97M-V/def2-TZVPD.

```
29
Properties=species:S:1:pos:R:3:lowdin_charge:R:1
Pd -0.29 0.95 0.31 0.669
O 2.36 1.91 0.66 -0.021
C 1.08 2.01 1.25 -0.731
O 0.36 3.03 0.98 -0.135
C 1.13 1.40 2.66 -0.164
O 0.88 0.00 2.67 -0.166
C 1.94 -0.82 2.23 -0.157
C 2.16 -1.07 0.70 -0.697
O 3.22 -1.69 0.48 -0.088
O 1.30 -0.71 -0.14 -0.097
H 2.22 2.11 -0.27 0.081
H 0.32 1.85 3.23 0.117
H 2.10 1.60 3.13 0.113
H 1.74 -1.80 2.65 0.111
H 2.90 -0.46 2.64 0.108
Br -7.73 -1.05 -1.48 0.630
C -6.70 -0.04 -0.20 -0.674
C -7.38 0.65 0.79 -0.170
C -6.62 1.35 1.72 -0.100
C -5.24 1.33 1.65 -0.031
C -4.57 0.65 0.63 -0.113
C -5.32 -0.04 -0.32 -0.074
C -3.04 0.67 0.59 -0.685
O -2.48 0.87 1.68 -0.037
O -2.52 0.50 -0.53 -0.084
H -8.46 0.64 0.83 0.081
H -7.12 1.90 2.51 0.091
H -4.62 1.83 2.39 0.112
H -4.82 -0.55 -1.12 0.109
```

Summary:
Orbital gap   4.4282 eV
Spin multiplicity   1
Total charge   -2



Entry 4:
Here is a molecular structure, C11H9ClF5N2O7Pt from the Open Molecules 2025 dataset. Energies are from wB97M-V/def2-TZVPD.

```
36
Properties=species:S:1:pos:R:3:lowdin_charge:R:1
Pt 1.18 -0.16 1.36 1.177
O 0.15 -2.10 4.88 -0.318
Cl 0.99 -1.05 4.42 0.674
O 1.15 -0.03 5.40 -0.322
O 0.24 -0.41 3.24 -0.497
O 2.23 -1.53 3.96 -0.338
C 1.37 1.92 -3.57 -0.045
N 0.83 1.12 -2.48 -0.117
C -0.62 1.00 -2.32 -0.005
C 1.59 0.49 -1.58 -0.456
C 3.08 0.68 -1.56 0.015
O 1.02 -0.25 -0.75 -0.113
H 0.57 2.12 -4.28 0.082
H 2.16 1.39 -4.10 0.089
H 1.76 2.88 -3.22 0.097
H -1.11 1.63 -3.06 0.085
H -0.91 1.31 -1.32 0.084
H -0.94 -0.04 -2.46 0.103
H 3.45 1.31 -2.36 0.065
H 3.55 -0.29 -1.59 0.094
H 3.34 1.12 -0.60 0.086
O 4.80 -2.21 0.51 0.016
C 3.92 -1.48 0.88 -0.539
N 3.12 -0.68 1.24 -0.093
F -5.54 -1.72 0.45 0.088
C -4.33 -1.15 0.62 -0.161
C -3.19 -1.93 0.74 -0.152
F -3.31 -3.27 0.68 0.107
C -1.95 -1.36 0.90 -0.147
F -0.90 -2.19 0.99 0.082
C -1.77 0.04 0.97 -0.291
O -0.64 0.68 1.10 -0.235
C -2.95 0.80 0.84 -0.150
F -2.87 2.14 0.87 0.093
C -4.19 0.22 0.67 -0.157
F -5.28 1.00 0.55 0.098
```

Summary:
Orbital gap   7.4480 eV
Spin multiplicity   1
Energy above the lowest of the compared OMol25 structures with the same formula, charge and spin   0.939 eV
Total charge   -1



Number 1: energy -574.23368 Ha. Number 2: energy -4014.26772 Ha. Number 3: energy -3653.19711 Ha. Number 4: energy -2139.39152 Ha.